[1]
25
Properties=species:S:1:pos:R:3:forces:R:3:mulliken_charge:R:1 method="wB97M-V/def2-TZVPD" gap_ha=0.415 charge=+1 de_lowest_kcal_mol=0.47 homo_ev=-14.6
C 0.737 -1.663 0.701 -0.2 -0.2 0.3 -1.272
C 1.499 -0.562 1.422 -0.1 0.0 0.4 0.917
C 1.380 0.774 0.695 -0.3 -0.4 -0.2 -1.338
C 1.033 -0.420 2.875 0.1 -0.1 -0.3 -1.449
H 0.696 -2.600 1.266 0.3 0.1 0.0 0.372
H -0.333 -1.407 0.605 0.2 0.1 -0.3 0.298
H 1.213 -1.878 -0.259 -0.2 0.0 -0.1 0.235
H 2.554 -0.836 1.456 0.1 -0.1 -0.1 0.230
H 2.146 1.457 1.042 0.0 0.2 -0.1 0.410
H 0.401 1.221 0.882 -0.1 0.1 0.2 0.211
H 1.449 0.650 -0.391 0.3 0.1 0.0 0.354
H 1.271 -1.312 3.449 -0.1 -0.1 0.1 0.398
H 1.540 0.417 3.342 0.0 0.2 0.2 0.379
H -0.046 -0.248 2.924 0.0 0.0 0.0 0.341
C -2.229 1.875 -1.103 0.2 -0.1 0.1 -0.862
N -1.427 0.664 -1.301 -0.2 -0.6 0.0 -0.034
C -1.185 0.135 -2.465 0.1 0.2 0.0 0.278
N -0.454 -0.939 -2.670 -0.2 0.3 0.2 -0.214
H -1.574 2.717 -0.889 0.0 0.0 0.0 0.324
H -2.894 1.718 -0.258 -0.1 0.0 -0.1 0.325
H -2.804 2.073 -2.005 0.0 0.0 0.1 0.344
H -1.126 0.135 -0.486 0.1 0.4 0.0 0.011
H -1.602 0.638 -3.324 0.0 0.0 -0.2 0.348
H -0.001 -1.400 -1.893 0.1 -0.2 -0.1 0.144
H -0.243 -1.211 -3.615 0.0 -0.2 0.0 0.251

[2]
83
Properties=species:S:1:pos:R:3:forces:R:3:mulliken_charge:R:1 method="wB97M-V/def2-TZVPD" gap_ha=0.259 charge=+3 homo_ev=-15.7
Tc 0.869 0.548 1.761 0.0 -0.4 -0.4 0.282
N -0.369 -0.269 3.394 0.1 0.0 0.0 -0.263
C -0.779 0.859 4.275 0.0 0.0 0.0 -0.897
C 0.305 1.928 4.318 0.0 0.0 0.0 -0.526
N 0.662 2.384 2.935 0.0 0.0 0.0 0.681
C 1.970 3.132 2.854 0.0 0.0 0.0 -0.723
C 3.022 2.522 1.912 0.0 0.0 0.0 -0.918
N 2.420 1.751 0.788 0.0 0.0 0.0 -0.349
C -0.433 3.297 2.475 0.0 0.0 0.0 -1.512
C -0.581 3.176 0.984 0.0 0.0 0.1 -0.417
N -0.720 1.731 0.739 0.0 0.0 -0.1 0.513
H -1.186 -0.825 3.163 0.0 0.0 0.0 0.288
H 0.237 -0.894 3.922 0.0 0.0 0.0 0.220
H -0.985 0.519 5.291 0.0 0.0 0.0 0.527
H -1.713 1.259 3.884 0.0 0.0 0.0 0.387
H 1.189 1.524 4.797 0.0 0.0 0.0 0.336
H -0.025 2.778 4.922 0.0 0.0 0.0 0.415
H 2.399 3.220 3.853 0.0 0.0 0.0 0.485
H 1.752 4.149 2.531 0.0 0.0 0.0 0.442
H 3.665 1.832 2.450 0.0 0.0 0.0 0.434
H 3.657 3.328 1.542 0.0 0.0 0.0 0.497
H 3.161 1.209 0.351 0.0 0.0 0.0 0.302
H 2.096 2.388 0.066 0.0 0.0 0.0 0.177
H -0.233 4.318 2.804 0.0 0.0 0.0 0.474
H -1.365 2.991 2.945 0.0 0.0 0.0 0.388
H 0.302 3.544 0.459 0.0 0.0 0.0 0.296
H -1.439 3.742 0.617 0.0 0.0 0.0 0.558
H -0.731 1.533 -0.259 0.0 0.0 0.0 -0.391
H -1.635 1.435 1.070 0.0 0.0 0.0 0.236
O 1.141 -1.280 0.832 -0.2 -0.3 0.3 0.578
C 1.951 -2.371 0.582 0.3 -0.1 -0.1 1.344
C 1.698 -3.214 -0.480 0.0 0.0 0.1 -1.096
C 2.537 -4.304 -0.640 0.0 0.0 0.0 -0.613
C 3.587 -4.515 0.246 0.0 0.0 0.0 -1.121
C 3.811 -3.643 1.295 0.0 0.0 0.0 -1.098
C 2.985 -2.530 1.495 -0.1 -0.1 -0.2 0.407
C 3.195 -1.588 2.600 0.0 0.0 0.1 0.202
N 2.559 -0.441 2.900 0.1 0.1 -0.1 0.871
C 3.187 0.043 4.037 0.0 0.0 0.1 -0.806
C 4.174 -0.797 4.425 0.0 0.1 0.0 -1.209
N 4.163 -1.811 3.515 -0.1 0.0 -0.1 -0.048
H 0.870 -3.017 -1.148 0.0 0.0 0.0 0.594
H 2.371 -4.993 -1.456 0.0 0.0 0.0 0.506
H 4.238 -5.368 0.117 0.0 0.0 0.0 0.442
H 4.646 -3.846 1.951 0.0 0.0 0.0 0.388
H 2.919 0.969 4.504 0.0 0.0 0.0 0.368
H 4.867 -0.760 5.247 0.0 0.0 0.0 0.469
H 4.778 -2.609 3.535 0.0 0.0 0.0 0.172
C 0.203 -0.556 0.290 -0.1 0.7 0.2 -0.250
Ge -2.117 -0.405 -2.942 0.1 -0.1 0.0 -0.098
C -0.485 -1.167 -3.545 -0.1 0.0 0.0 0.824
C 0.757 -0.544 -3.351 -0.1 0.0 0.0 0.274
C 1.912 -1.131 -3.830 0.0 0.0 0.0 -0.880
C 1.845 -2.343 -4.511 0.0 0.0 0.0 -0.510
C 0.627 -2.981 -4.693 0.0 0.0 0.0 -0.939
C -0.533 -2.403 -4.203 -0.1 0.0 0.0 -0.124
C -2.229 1.448 -2.484 0.0 -0.1 0.0 0.555
C -1.285 2.364 -2.973 0.0 -0.1 0.0 -0.085
C -1.463 3.724 -2.777 0.0 0.0 0.0 -0.771
C -2.579 4.186 -2.088 0.0 0.0 0.0 -0.579
C -3.526 3.290 -1.605 0.0 0.0 0.0 -0.831
C -3.361 1.931 -1.813 0.0 -0.1 0.0 -0.385
C -3.703 -1.453 -2.878 0.1 0.1 0.0 0.568
C -4.099 -2.167 -4.016 0.0 0.0 0.0 -0.201
C -5.294 -2.868 -4.013 0.0 0.0 0.0 -0.814
C -6.086 -2.883 -2.873 0.0 0.0 0.0 -0.474
C -5.692 -2.191 -1.734 0.0 0.0 0.0 -0.763
C -4.513 -1.468 -1.737 0.0 0.0 0.1 -0.020
H 0.822 0.394 -2.817 0.0 0.1 0.0 0.154
H 2.869 -0.644 -3.692 0.0 0.0 0.0 0.456
H 2.750 -2.789 -4.903 0.0 0.0 0.0 0.474
H 0.579 -3.924 -5.219 0.0 0.0 0.0 0.468
H -1.476 -2.919 -4.333 0.0 0.0 0.0 0.358
H -0.437 2.027 -3.554 0.0 0.0 0.0 0.544
H -0.752 4.426 -3.190 0.0 0.0 0.0 0.488
H -2.728 5.249 -1.958 0.0 0.0 0.0 0.463
H -4.411 3.656 -1.102 0.0 0.0 0.0 0.475
H -4.135 1.249 -1.483 0.0 0.0 0.0 0.348
H -3.497 -2.161 -4.917 0.0 0.0 0.0 0.394
H -5.606 -3.402 -4.899 0.0 0.0 0.0 0.426
H -7.016 -3.435 -2.872 0.0 0.0 0.0 0.418
H -6.312 -2.213 -0.848 0.0 0.0 0.0 0.407
H -4.220 -0.934 -0.840 0.0 0.0 0.0 0.331

[3]
23
Properties=species:S:1:pos:R:3:forces:R:3:mulliken_charge:R:1 method="wB97M-V/def2-TZVPD" gap_ha=0.383 charge=+1 de_lowest_kcal_mol=106.84 homo_ev=-14.3
C -1.451 -0.226 -0.488 1.3 0.4 -0.8 0.371
C 1.367 -0.406 -0.709 -3.8 1.5 1.1 0.621
C -2.835 1.353 0.876 -0.4 -2.5 -0.3 -1.095
C 2.723 0.446 1.233 -0.9 1.3 2.5 -0.953
C -2.233 1.054 -0.499 0.8 -0.3 0.1 -0.287
C 2.454 0.520 -0.250 -0.9 0.0 -0.4 -0.520
N -1.963 -1.332 -0.419 -0.2 -1.4 0.3 -0.173
N 1.563 -1.673 -0.975 -0.2 -0.9 -2.1 -0.320
O -1.352 -2.552 -0.496 1.2 1.1 -0.2 -0.328
O 0.159 0.171 -0.683 0.7 -1.0 -0.2 -0.345
H -2.345 1.996 1.550 1.4 0.2 0.8 0.340
H -3.699 1.909 0.654 -1.6 0.4 -0.1 0.325
H -3.096 0.309 1.304 0.2 2.1 -0.2 0.319
H 1.776 0.897 1.873 2.6 -1.0 -1.6 0.256
H 3.666 1.091 1.320 -1.5 -0.9 0.6 0.314
H 2.920 -0.568 1.644 0.0 0.6 -0.4 0.351
H -3.101 0.835 -1.133 0.5 0.3 -0.3 0.250
H -1.561 1.806 -0.923 -0.5 0.2 0.0 0.294
H 3.334 0.104 -0.735 0.4 1.0 -0.5 0.388
H 2.125 1.604 -0.425 0.8 -1.8 -0.5 0.242
H -1.989 -3.191 -0.182 -0.7 -0.2 0.1 0.356
H 1.012 -2.209 -1.762 1.1 1.3 2.6 0.326
H 2.527 -1.939 -0.774 -0.4 -0.5 -0.6 0.269

[4]
49
Properties=species:S:1:pos:R:3:forces:R:3:mulliken_charge:R:1 method="wB97M-V/def2-TZVPD" gap_ha=0.345 smiles="NCCCCC[C@@H]1CCOC1=O.O=C1OC[C@@H](F)O1.O=C1OC[C@@H](F)O1" charge=0 homo_ev=-9.0
N 5.212 4.456 -1.188 -0.6 0.3 0.4 -0.782
C 4.014 3.629 -0.848 1.6 -0.3 0.1 0.008
C 4.033 2.408 -1.746 -1.0 -0.2 -0.6 -0.789
C 2.921 1.343 -1.529 0.6 0.1 0.6 -0.707
C 2.219 1.300 -0.149 -0.7 -0.7 -0.6 -0.825
C 0.734 1.712 -0.193 1.1 0.3 0.2 -1.035
C 0.477 3.194 -0.502 -1.4 -0.2 1.0 0.839
C -0.946 3.602 -0.019 -0.6 0.2 -0.5 -0.788
C -1.504 4.274 -1.291 1.9 -0.3 1.2 -0.574
O -0.931 3.447 -2.319 -0.7 0.4 -1.2 -0.427
C 0.397 3.490 -2.011 -1.8 -0.9 3.3 0.072
O 1.249 3.727 -2.755 2.4 0.5 -2.6 -0.470
H 6.020 3.979 -0.799 0.0 -0.1 -0.2 0.260
H 5.138 5.292 -0.610 0.1 0.1 -0.3 0.248
H 3.115 4.217 -0.982 -0.1 0.1 -0.1 0.004
H 4.137 3.338 0.198 -0.6 -0.1 0.1 0.303
H 3.916 2.782 -2.762 0.1 0.1 -0.1 0.127
H 4.998 1.907 -1.744 0.2 0.2 0.4 0.487
H 2.170 1.409 -2.309 -0.1 0.2 -0.1 0.407
H 3.389 0.371 -1.675 0.0 -0.1 -0.1 0.519
H 2.755 1.799 0.653 0.1 0.3 -0.1 0.643
H 2.181 0.246 0.135 0.1 0.0 0.2 0.049
H 0.233 1.046 -0.891 -0.3 0.1 -0.2 0.316
H 0.321 1.513 0.792 -0.2 0.0 0.1 0.469
H 1.127 3.802 0.123 0.7 0.1 -0.7 0.357
H -1.587 2.776 0.284 0.2 -0.3 -0.1 0.208
H -0.915 4.309 0.806 0.1 0.1 0.1 0.359
H -2.567 4.430 -1.358 -0.2 -0.2 -0.4 0.409
H -0.903 5.187 -1.352 -0.9 0.7 -0.1 0.312
C -0.985 -3.002 0.492 -0.2 -0.6 0.0 -0.011
C -0.117 -2.206 1.427 0.3 0.1 -0.3 0.276
O -0.458 -0.865 1.107 -0.4 -0.3 0.3 -0.202
C -1.750 -0.888 0.661 -0.2 0.2 -0.2 0.636
O -2.440 0.072 0.556 0.1 -0.1 0.0 -0.503
O -2.136 -2.152 0.364 0.3 0.2 0.2 -0.323
F 1.201 -2.396 1.170 0.0 0.1 0.1 -0.291
H -0.520 -3.132 -0.488 0.1 0.2 0.1 0.257
H -1.261 -3.982 0.894 0.0 0.7 -0.2 -0.056
H -0.308 -2.385 2.486 0.1 0.0 0.0 0.270
C -4.978 -6.116 2.355 -0.2 0.0 0.4 -0.409
C -4.698 -7.095 1.243 -0.2 0.2 -0.3 0.310
O -3.506 -6.577 0.673 0.1 -0.2 0.5 -0.279
C -2.845 -5.931 1.670 0.2 0.1 0.0 0.683
O -1.702 -5.603 1.618 -0.4 -0.5 0.2 -0.630
O -3.656 -5.710 2.730 0.0 -0.1 -0.3 -0.298
F -5.675 -7.084 0.308 0.1 0.0 0.0 -0.281
H -5.539 -5.249 2.006 0.0 -0.1 -0.2 0.286
H -5.502 -6.566 3.194 0.2 0.0 0.1 0.266
H -4.526 -8.120 1.573 -0.1 0.0 -0.1 0.300